Entry 1:
8
Properties=species:S:1:pos:R:3:lowdin_charge:R:1 method="wB97M-V/def2-TZVPD" homo_lumo_gap_ev=8.1 fmax_ev_per_a=6.35 relative_energy_kj_mol=456.2
C 3.1298 1.9337 -0.2315 0.1337
C 2.1781 1.1300 -0.0687 -0.3178
C -0.5812 0.4023 -0.2668 -0.7335
C 1.3242 0.2633 0.2329 0.0140
N -1.1893 -0.5968 -0.6897 0.1060
Cl -0.9715 2.0265 -0.0727 0.7061
H 1.6134 -0.5937 0.8090 0.0852
H -2.0958 -0.4245 -0.8714 0.0062

=====

Entry 2:
11
Properties=species:S:1:pos:R:3:lowdin_charge:R:1 method="wB97M-V/def2-TZVPD" charge=-1 homo_lumo_gap_ev=7.5 fmax_ev_per_a=1.56 relative_energy_kj_mol=159.8
C -1.4357 -0.6314 -0.0216 -0.0395
C 0.2684 0.9484 0.0224 -0.1166
C -0.3428 -1.4181 -0.0041 -0.3580
C -1.1757 0.7819 0.0059 -0.4829
N 0.9216 -0.1758 0.0097 -0.2027
N 2.1549 -0.4568 0.0019 -0.3994
O 0.0351 -2.5533 0.0068 0.0463
O -1.9956 1.7046 0.0132 -0.0203
Cl 3.2351 0.9406 -0.0139 0.4033
H -2.4244 -1.0495 -0.0511 0.0986
H 0.7591 1.9095 0.0308 0.0710

=====

Entry 3:
12
Properties=species:S:1:pos:R:3:lowdin_charge:R:1 method="wB97M-V/def2-TZVPD" charge=+1 homo_lumo_gap_ev=8.5 fmax_ev_per_a=2.23 relative_energy_kj_mol=0.0
C 7.4042 -0.5784 0.0432 -0.4011
O 8.4386 -1.0713 -0.0497 0.2512
O 6.3689 -0.0533 0.1453 0.1583
O -0.9067 1.3518 0.3260 0.0480
C -1.9559 1.0849 -0.2111 -0.3421
O -2.3237 -0.1804 -0.3416 -0.0158
Cs 2.7838 0.2434 1.7064 0.9660
H -2.6601 1.8389 -0.6021 0.1596
O -5.0018 -1.3474 1.1050 0.2312
C -4.3714 -0.8064 0.2965 -0.1206
C -3.6558 -0.4829 -0.7805 -0.0630
H -4.1201 0.0012 -1.6375 0.1284

=====

Entry 4:
9
Properties=species:S:1:pos:R:3:lowdin_charge:R:1 method="wB97M-V/def2-TZVPD" homo_lumo_gap_ev=9.9 fmax_ev_per_a=5.34 relative_energy_kj_mol=553.9
C -1.4033 2.4934 0.2733 0.2195
C -1.1203 1.2737 0.0364 -0.2515
C -0.2616 0.0743 -0.2074 -0.2220
C -1.7048 -0.1869 0.0076 -0.3637
O 0.7454 -0.2516 0.7104 0.0519
F -2.1078 -0.7461 1.1939 0.1192
F -2.5769 -0.5464 -0.9888 0.1120
H 0.2610 0.2967 -1.4866 0.2757
H 0.6970 0.0718 1.5508 0.0589